No. 1
Molecular formula: C30H55GeN2O3P2Zn
Method: DFT, ωB97M-V/def2-TZVPD

Geometry as XYZ:
```
94
Properties=species:S:1:pos:R:3:mulliken_charge:R:1
Ge -2.7651 0.0077 2.4328 -0.286
Zn -0.9295 -0.3088 0.4716 3.712
P 2.0421 0.2627 0.7378 0.121
P -0.2060 -0.1348 -1.7743 0.288
O -2.9789 -0.7266 0.6706 -0.452
O -1.6481 1.2892 1.4849 -0.167
O -1.0132 -0.9253 2.3514 -0.346
N 2.8777 2.3058 -0.6864 0.053
N 1.2819 1.8048 -2.9234 -0.173
C -2.6628 3.2548 2.4727 -1.820
C 1.1741 1.0732 -1.8408 -0.196
C -1.3910 0.6471 -2.8952 -1.468
C 3.9075 4.1534 -1.8094 -0.607
C 0.4052 -1.6819 4.1351 -1.415
C -0.6530 -2.0969 3.1240 1.584
C 2.3340 3.6042 -4.0937 -0.598
C 3.5710 -1.9418 1.5824 -1.523
C 3.6659 -0.6375 0.7913 1.532
C -1.8772 -2.6277 3.8577 -1.935
C -3.0824 2.6520 0.0852 -1.067
C 1.4368 -1.5232 -3.5371 -1.780
C 4.1856 -0.8977 -0.6258 -1.682
C -3.5787 -3.0009 0.1060 -1.424
C -2.0590 2.6566 1.2114 1.034
C -0.1212 -3.1451 2.1663 -1.355
C 2.1890 2.8031 -2.9384 0.380
C 4.0207 4.9067 -2.9391 -0.588
C 0.3099 -1.7563 -2.5282 2.389
C -0.9081 -2.3614 -3.2406 -1.733
C 0.7357 -2.6999 -1.4083 -1.569
C 4.6188 0.3471 1.5115 -1.599
C 1.7233 1.2122 2.2273 -1.170
C -4.0631 -1.5591 0.1956 1.282
C 3.2321 4.6286 -4.0875 -0.612
C -5.2460 -1.4521 1.1432 -1.941
C 2.0083 1.3281 -0.7225 -0.049
C 2.9915 3.0788 -1.7870 0.446
C -4.4538 -1.0509 -1.1845 -1.321
C -0.8194 3.4368 0.8034 -1.447
H -3.3716 -3.4082 1.0982 0.210
H -0.6261 -3.3446 -3.6232 0.526
H 2.3409 -1.1360 -3.0628 0.211
H -2.6851 -2.8532 3.1566 0.325
H -0.9513 0.6793 -3.8913 0.511
H 0.7004 -2.7276 1.5792 -0.136
H -1.6271 -3.5495 4.3835 0.485
H -0.3121 2.9418 -0.0348 0.199
H 1.3271 -1.3832 3.6361 -0.056
H 0.0460 -0.8474 4.7393 0.349
H 4.7211 5.7311 -2.9714 0.442
H 3.5722 -1.6056 -1.1761 0.259
H 0.2586 -4.0165 2.7027 0.619
H 4.5003 4.3463 -0.9237 0.500
H 2.1197 0.6815 3.0914 0.607
H -2.8624 4.3172 2.3231 0.468
H -4.3302 -3.6351 -0.3679 0.511
H -3.6463 -1.2218 -1.8972 0.094
H 3.3516 5.2485 -4.9674 0.439
H 0.6479 1.3626 2.3420 -0.148
H -2.3242 0.0935 -2.9129 0.339
H -3.4767 3.6559 -0.0881 0.569
H 1.0953 -3.6367 -1.8392 0.725
H -1.7530 -2.5029 -2.5655 0.229
H 4.5830 -2.3352 1.6994 0.517
H -4.6827 0.0167 -1.1519 0.265
H -5.3326 -1.5816 -1.5559 0.522
H -2.6284 2.3048 -0.8420 -0.033
H 4.3637 0.4700 2.5658 0.383
H -1.9759 3.1519 3.3154 0.358
H -2.2367 -1.9102 4.5971 0.493
H 2.9809 -2.6972 1.0644 0.275
H 2.2295 2.1750 2.1057 0.593
H -5.5999 -0.4206 1.2174 0.408
H -1.2321 -1.7604 -4.0904 0.394
H -0.9125 -3.4758 1.4877 0.129
H 3.1611 -1.7961 2.5822 0.286
H 5.6188 -0.0904 1.4639 0.486
H -3.9164 1.9904 0.3286 0.172
H 1.6882 -2.4679 -4.0236 0.551
H 5.1803 -1.3379 -0.5348 0.611
H -6.0709 -2.0636 0.7757 0.484
H 1.1372 -0.8171 -4.3155 0.353
H 1.7183 3.3792 -4.9550 0.512
H -3.6099 2.7764 2.7303 0.424
H -1.5741 1.6680 -2.5756 0.417
H 1.5387 -2.2937 -0.7927 0.062
H 4.6511 1.3208 1.0230 0.381
H -4.9926 -1.8113 2.1432 0.446
H 4.2897 0.0190 -1.2082 0.334
H -1.0971 4.4411 0.4755 0.540
H -0.1240 3.5390 1.6378 0.336
H -0.1043 -2.9378 -0.7488 -0.101
H 0.6449 -2.5107 4.8049 0.460
H -2.6650 -3.0595 -0.4941 0.169
```

multiplicity: 2
LUMO (alpha / beta): -0.2381 / -0.3285 hartree
total charge: +2

=====

No. 2
Molecular formula: C18H19LuN2O8S
Method: DFT, ωB97M-V/def2-TZVPD

Geometry as XYZ:
```
49
Properties=species:S:1:pos:R:3:mulliken_charge:R:1
Lu -0.3460 -0.2671 -0.0385 1.877
S -2.1238 0.6145 -1.9436 -0.641
O 1.2791 0.6402 -1.1000 -0.677
O -1.3852 -2.0751 -0.8893 -0.671
O 0.7631 3.2624 2.5198 -0.802
O -2.3571 -4.0275 -0.3761 -0.765
O 1.4016 -1.9842 -0.0796 -0.397
O -0.8201 -1.4343 1.7660 -0.597
O -0.8373 -2.9362 3.4133 -0.815
O 2.1196 2.5668 -1.8508 -0.784
N 1.1203 0.2470 3.3614 -0.414
N -0.0492 1.7980 0.9234 -0.309
C 0.2482 2.1851 2.1642 0.561
C 1.7109 -2.6419 1.1708 0.069
C 1.1152 -3.1848 -0.8305 0.015
C 2.8422 -3.5882 0.7619 -1.073
C -3.2682 4.5006 -2.1229 -0.470
C 1.3628 1.9365 -1.1224 0.673
C -1.3901 -3.2773 -0.4516 -0.038
C 0.4255 -3.4372 1.4502 0.065
C -0.0376 1.1481 3.2471 -0.748
C -0.0114 -3.8159 -0.0107 0.036
C -2.3662 5.0622 -3.0171 -0.350
C -2.1912 2.3326 -2.3177 0.264
C 2.4273 -3.9541 -0.6842 -1.047
C -0.5119 -2.5607 2.2907 -0.016
C -3.1824 3.1601 -1.7799 -0.296
C -1.3719 4.2551 -3.5583 -0.516
C -1.2881 2.9152 -3.2175 -0.288
C 0.4294 2.6697 -0.1459 -0.331
H 2.2946 -5.0251 -0.8414 0.382
H -3.8841 2.7310 -1.0756 0.341
H 2.8868 -4.4510 1.4274 0.367
H 1.9189 0.7805 3.6894 0.214
H 3.8089 -3.0860 0.7866 0.345
H -0.0299 -4.9017 -0.1163 0.415
H -0.4925 2.3029 -3.6227 0.320
H -4.0442 5.1147 -1.6773 0.300
H -0.6379 4.6707 -4.2396 0.330
H 1.9507 -1.8763 1.9079 0.524
H 0.9203 -0.4723 4.0484 0.219
H -2.4270 6.1132 -3.2754 0.342
H -0.9004 0.5385 2.9870 0.283
H -0.4089 3.0364 -0.7424 -0.138
H -0.2433 1.6934 4.1772 0.371
H 0.9540 3.5422 0.2459 0.386
H 0.6357 -4.3337 2.0341 0.524
H 0.8333 -2.9032 -1.8421 0.617
H 3.1578 -3.5838 -1.4031 0.340
```

LUMO: 0.1721 hartree
total charge: -2

=====

No. 3
Molecular formula: C3H9NO
Method: DFT, ωB97M-V/def2-TZVPD

Geometry as XYZ:
```
14
Properties=species:S:1:pos:R:3:mulliken_charge:R:1
O 1.8641 1.4331 1.5602 -0.639
N -1.3367 0.5541 0.6655 -0.448
C -0.2525 -0.4271 -1.2922 -0.023
C 0.7829 -1.2398 -1.4167 -0.794
C -1.2746 -0.6135 -0.1932 -0.429
H 2.1248 0.7292 0.9519 0.317
H -2.1624 1.1190 0.5450 0.193
H 1.6797 -1.1767 -2.0220 0.293
H 1.5542 1.0261 2.3741 0.305
H -2.2386 -0.8711 -0.6406 0.256
H -1.1715 0.3205 1.6285 0.171
H -0.9583 -1.4732 0.3906 0.326
H -0.5087 0.3650 -1.9933 0.279
H 0.8882 -2.0841 -0.7223 0.194
```

structure (SMILES): C=CCN.O
LUMO: 0.0337 hartree
total charge: 0

=====

No. 4
Molecular formula: CuH12O6
Method: DFT, ωB97M-V/def2-TZVPD

Geometry as XYZ:
```
19
Properties=species:S:1:pos:R:3:mulliken_charge:R:1
Cu 16.9371 8.1995 14.3816 0.579
O 18.6231 7.1810 13.2045 -0.615
O 15.1333 9.3884 15.7205 -0.567
O 17.2515 10.5521 13.6852 -0.532
O 18.3691 8.9965 15.9534 -0.475
O 15.1562 7.8817 12.9882 -0.437
O 15.9320 6.1122 15.5162 -0.538
H 15.1496 7.4715 12.1134 0.267
H 18.8162 8.6826 16.7503 0.284
H 18.8711 6.5099 13.8588 0.355
H 16.5770 10.3674 13.0157 0.324
H 14.2323 8.0920 13.1830 0.279
H 15.2690 8.8839 16.5327 0.306
H 15.8124 6.0033 16.4683 0.295
H 15.2898 5.5140 15.1133 0.294
H 18.4521 9.9591 15.9676 0.285
H 18.2691 6.6822 12.4549 0.324
H 15.2115 10.3156 15.9818 0.307
H 17.7857 11.2671 13.3132 0.263
```

LUMO: -0.1187 hartree
total charge: +1

=====

No. 5
Molecular formula: CAlO3
Method: DFT, ωB97M-V/def2-TZVPD

Geometry as XYZ:
```
5
Properties=species:S:1:pos:R:3:mulliken_charge:R:1
Al 2.2044 0.2743 -0.1338 1.831
O -0.3297 -1.1295 -0.1955 0.141
O 0.5352 -0.0331 0.4502 0.116
O -1.6391 0.8111 -0.1706 0.143
C -0.7709 0.0771 0.0497 0.769
```

LUMO (alpha / beta): -0.8710 / -0.8809 hartree
total charge: +3

=====

Calculated total energy (eV)
-164625.743 -82799.288 -6793.336 -57114.166 -13724.790
M (g/mol)
691.73 598.39 75.11 171.64 86.99
Relative energy (zero: lowest compared OMol25 entry of this formula, charge and spin) (kJ/mol)
0.0 114.3 166.0 0.0 0.0